37
Properties=species:S:1:pos:R:3:forces:R:3:lowdin_charge:R:1 method="wB97M-V/def2-TZVPD" total_charge=0 smiles="CCc1c[nH]c(=O)c(N)c1Sc1cc(C)cc(C)c1" e_above_lowest_ev=0.705 e_homo_ev=-7.61 lumo_energy_ev=0.681
C -2.7645 0.6189 1.6655 0.143 0.588 0.321 -0.0926
C -2.2080 2.0386 1.8119 0.897 -0.211 -0.832 -0.2152
C -0.6787 2.0342 1.7716 0.763 0.788 1.686 -0.2374
C 0.0106 2.3007 2.9389 0.239 -0.257 -2.219 -0.0417
N 1.3931 2.4894 2.9893 -2.383 -0.605 -0.365 0.1257
C 2.1619 2.3564 1.8668 -0.016 0.515 0.016 -0.4385
O 3.3468 2.5468 2.0016 1.774 -0.066 -0.883 0.0483
C 1.4626 2.0788 0.5755 0.326 -0.688 -1.842 -0.1996
N 2.2350 1.8980 -0.6206 -0.041 0.438 2.004 0.1078
C 0.0968 1.9101 0.5545 0.475 0.198 0.636 -0.4534
S -0.6449 1.5700 -0.9959 -0.503 0.242 -0.246 1.0358
C -0.1877 -0.1105 -1.2895 0.028 -0.449 1.013 -0.5116
C 0.2831 -0.9710 -0.2968 0.182 0.379 1.661 -0.0574
C 0.5527 -2.3094 -0.5420 -0.449 -0.047 -1.252 -0.2677
C 0.9851 -3.2069 0.5725 0.265 -0.269 -0.053 -0.0542
C 0.3777 -2.7987 -1.8603 -0.263 1.511 0.724 0.0080
C -0.1758 -1.9503 -2.8290 0.319 -0.913 0.598 -0.2798
C -0.4525 -2.4525 -4.2007 -0.599 -0.488 -0.288 -0.0574
C -0.4531 -0.6300 -2.5277 0.022 0.199 -0.628 -0.0989
H -3.8382 0.6286 1.7582 -0.424 -0.186 0.039 0.0671
H -2.4879 0.1588 0.7368 0.064 -0.009 -0.699 0.0449
H -2.3241 -0.0167 2.4194 -0.073 -0.171 0.512 0.0731
H -2.6001 2.5432 2.7048 0.343 -0.257 -0.071 0.1103
H -2.4772 2.6799 0.9631 -0.423 -0.236 0.079 0.0989
H -0.5166 2.3698 3.8352 -0.597 0.287 1.409 0.0997
H 1.8364 2.7458 3.8749 -0.004 -0.263 -0.801 0.1686
H 1.8224 1.7469 -1.5498 0.088 0.295 1.216 0.0740
H 3.2174 2.1615 -0.5639 -0.578 -0.136 0.033 0.0940
H 0.4354 -0.6145 0.7657 -0.242 -0.231 -1.393 0.1336
H 2.0862 -3.2593 0.5558 -0.361 -0.241 0.291 0.0921
H 0.6425 -2.8036 1.5230 0.215 0.062 0.116 0.0725
H 0.5471 -4.2154 0.4899 0.348 0.340 -0.141 0.0850
H 0.7012 -3.7885 -2.1090 -0.161 -0.517 -0.115 0.1083
H -1.4851 -2.2380 -4.5401 0.550 0.022 0.202 0.0937
H 0.2452 -1.9903 -4.8721 0.244 0.255 -0.661 0.0751
H -0.3061 -3.5315 -4.2687 -0.013 0.039 0.027 0.0760
H -0.8385 0.0107 -3.3087 -0.154 0.082 -0.089 0.1126